No. 1
Below is a 6-piece molecular cluster, C21H48B3O13S5 overall, with properties calculated with ωB97M-V/def2-TZVPD.

Structure (XYZ):
```
90
Properties=species:S:1:pos:R:3:mulliken_charge:R:1
C 1.849 4.876 1.070 -0.82
B 2.504 3.788 0.099 -0.39
O 1.580 2.860 -0.425 -0.17
B 4.138 3.682 -0.360 1.63
B 4.628 2.161 -0.954 -0.32
O 4.389 0.907 -0.342 -0.76
O 5.386 1.984 -2.121 -0.71
H 2.567 5.191 1.838 -0.03
H 1.568 5.777 0.507 0.39
H 0.955 4.488 1.590 0.22
H 0.674 3.203 -0.412 0.09
H 4.301 4.585 -1.202 -0.36
H 4.811 3.977 0.629 -0.32
H 3.453 0.860 -0.137 0.20
H 5.212 2.758 -2.665 0.26
C -1.811 0.722 -3.851 -0.50
C -0.288 0.858 -4.002 -0.28
C 0.020 2.331 -4.292 -0.70
S -1.302 3.279 -3.519 1.11
O -2.078 3.949 -4.534 -0.70
O -0.784 4.010 -2.397 -0.57
C -2.235 1.861 -2.932 -0.68
H -2.093 -0.246 -3.436 0.20
H -2.296 0.828 -4.824 0.35
H 0.199 0.562 -3.069 -0.03
H 0.101 0.218 -4.795 0.49
H 0.963 2.659 -3.858 0.35
H -0.004 2.558 -5.357 0.36
H -3.295 2.103 -2.969 0.45
H -1.925 1.675 -1.903 0.27
C 3.184 2.906 6.265 -0.69
C 1.919 3.576 5.715 0.08
C 2.287 5.013 5.328 -0.77
S 4.034 4.977 4.883 1.04
O 4.763 5.801 5.823 -0.73
O 4.186 5.156 3.466 -0.61
C 4.299 3.249 5.283 -0.64
H 3.060 1.827 6.352 0.36
H 3.420 3.307 7.254 0.35
H 1.583 3.048 4.825 -0.28
H 1.105 3.553 6.439 0.43
H 1.732 5.366 4.460 0.41
H 2.176 5.716 6.152 0.32
H 5.305 3.126 5.677 0.44
H 4.191 2.694 4.350 0.26
C 1.494 -0.670 1.120 -0.65
C 0.142 -1.221 1.570 -0.21
C 0.051 -1.024 3.091 -1.13
S 1.069 0.423 3.457 1.40
O 2.180 0.021 4.293 -0.74
O 0.217 1.515 3.871 -0.77
C 1.636 0.688 1.790 -0.30
H 1.549 -0.570 0.035 0.32
H 2.296 -1.340 1.435 0.32
H -0.657 -0.661 1.081 0.20
H 0.026 -2.264 1.300 0.20
H -0.962 -0.822 3.432 0.40
H 0.467 -1.864 3.645 0.37
H 2.659 1.066 1.814 0.59
H 0.984 1.423 1.329 0.10
C 0.459 -4.125 -3.817 -0.86
C -0.912 -4.701 -3.434 -0.59
C -1.048 -4.585 -1.911 -0.28
S -0.048 -3.173 -1.430 1.46
O 1.041 -3.618 -0.600 -0.74
O -0.921 -2.104 -1.009 -0.60
C 0.579 -2.801 -3.067 -0.43
H 0.553 -3.978 -4.892 0.38
H 1.254 -4.803 -3.500 0.33
H -1.700 -4.122 -3.921 0.27
H -1.028 -5.736 -3.752 0.40
H -2.069 -4.400 -1.600 -0.33
H -0.660 -5.463 -1.400 0.39
H 1.596 -2.425 -2.975 0.59
H -0.068 -2.036 -3.496 -0.14
C -6.518 -3.840 -0.812 -0.74
C -6.975 -5.237 -0.367 -0.61
C -6.310 -6.257 -1.300 -0.72
S -4.774 -5.496 -1.850 1.27
O -4.844 -5.268 -3.271 -0.67
O -3.655 -6.200 -1.278 -0.66
C -5.008 -3.933 -1.005 -0.59
H -6.776 -3.076 -0.081 0.35
H -6.997 -3.575 -1.758 0.33
H -6.655 -5.413 0.661 0.30
H -8.059 -5.335 -0.394 0.33
H -6.066 -7.193 -0.803 0.35
H -6.907 -6.452 -2.189 0.36
H -4.585 -3.137 -1.614 0.36
H -4.483 -3.995 -0.052 0.40
```

Calculated values
- highest occupied orbital energy (eV) = -3.86
- net charge = -1
- LUMO (eV) = 1.31

***

No. 2
Below is a 2-piece molecular cluster, C2H9NS overall at a distorted geometry, with properties calculated with ωB97M-V/def2-TZVPD.

Structure (XYZ):
```
13
Properties=species:S:1:pos:R:3:mulliken_charge:R:1
C -0.602 1.491 -0.053 -0.76
S 0.896 0.436 0.130 -0.06
C 2.250 1.609 -0.037 -0.89
H -0.303 2.525 0.105 0.29
H -1.342 1.090 0.638 0.28
H -1.009 1.332 -1.053 0.25
H 3.249 1.179 -0.099 0.30
H 2.005 2.406 -0.738 0.29
H 2.382 2.144 0.921 0.30
N -2.110 -3.621 -0.073 -0.67
H -1.957 -4.237 0.716 0.22
H -2.052 -2.693 0.334 0.22
H -1.405 -3.660 -0.792 0.23
```

Calculated values
- highest occupied orbital energy (eV) = -8.46
- SMILES = CSC.N
- relative energy (zero: lowest compared OMol25 entry of this formula, charge and spin) (kcal per mole) = 10.61
- LUMO (eV) = 0.87

***

No. 3
Below is a 2-piece molecular cluster, C10H16 overall at a distorted geometry, with properties calculated with ωB97M-V/def2-TZVPD.

Structure (XYZ):
```
26
Properties=species:S:1:pos:R:3:mulliken_charge:R:1
C 0.824 -1.759 0.650 -0.74
C -0.525 -2.559 0.493 -0.94
C 0.647 -0.334 0.971 0.33
C 0.710 0.165 2.345 -0.32
C 0.332 0.649 0.008 0.16
C 0.560 1.498 2.653 -0.59
C 0.137 1.951 0.373 -0.22
C 0.099 2.417 1.715 -0.32
H 1.363 -2.167 1.529 0.37
H 1.423 -2.021 -0.254 0.41
H -1.283 -2.331 -0.269 0.32
H 0.520 -0.513 3.159 0.39
H 0.238 0.363 -1.042 0.23
H 0.550 1.809 3.702 0.36
H -0.192 2.665 -0.433 0.36
H -0.273 3.424 1.972 0.41
H -0.959 -2.785 1.427 0.37
H -0.085 -3.523 0.117 0.32
C -1.445 -0.830 -4.068 -0.94
C -0.526 -0.031 -3.159 -0.81
H -1.844 -1.793 -3.733 0.31
H -2.406 -0.313 -4.108 0.31
H -1.047 -0.651 -5.134 0.26
H -0.424 0.897 -3.773 0.31
H -0.899 0.399 -2.247 0.32
H 0.527 -0.311 -3.086 0.35
```

Calculated values
- highest occupied orbital energy (alpha / beta) (eV) = -14.21 / -14.21
- spin multiplicity = 2
- net charge = +1
- relative energy (zero: lowest compared OMol25 entry of this formula, charge and spin) (kcal per mole) = 33.36
- LUMO (alpha / beta) (eV) = -4.34 / -8.05

***

| no. | molecular weight (g/mol) |
| --- | --- |
| 1 | 701.37 |
| 2 | 79.17 |
| 3 | 136.24 |